39
Properties=species:S:1:pos:R:3:forces:R:3:lowdin_charge:R:1 method="wB97M-V/def2-TZVPD" total_energy_ha=-934.9007 orbital_gap_ev=8.61 smiles="CCOC(=O)CCCN1CNc2cc(N)ccc2C1=O"
C -5.871 0.914 -0.109 0.07 -1.80 0.27 -0.072
C -4.840 0.557 -1.189 -0.70 -0.05 -0.28 -0.228
O -3.706 -0.133 -0.628 1.09 -0.24 -0.54 -0.014
C -2.697 -0.454 -1.513 0.07 0.09 -1.58 -0.430
O -2.723 -0.249 -2.720 -0.91 0.20 1.62 0.084
C -1.458 -1.102 -0.918 -1.20 -0.63 -0.09 -0.097
C -0.626 -1.872 -1.952 0.35 0.66 0.17 -0.151
C 0.604 -2.579 -1.320 -0.78 0.79 0.06 -0.135
N 1.519 -1.657 -0.623 0.46 -0.06 0.98 -0.031
C 2.410 -0.815 -1.419 -0.39 0.53 0.61 -0.129
N 3.412 -0.162 -0.565 -0.15 -0.75 -0.35 0.051
C 3.038 0.386 0.642 -0.59 0.48 0.24 -0.227
C 3.639 1.533 1.138 0.13 0.47 0.31 0.016
C 3.203 2.129 2.337 0.24 -0.50 -0.37 -0.332
N 3.770 3.316 2.761 0.60 0.35 -0.32 0.093
C 2.163 1.523 3.041 -0.78 -0.85 0.40 -0.042
C 1.565 0.336 2.580 0.89 1.40 -0.92 0.011
C 1.971 -0.201 1.348 0.45 0.32 -0.35 -0.092
C 1.260 -1.307 0.706 -1.32 -1.59 0.37 -0.390
O 0.404 -1.923 1.349 0.43 0.20 -0.55 0.035
H -5.432 1.388 0.764 0.16 0.30 -0.10 0.071
H -6.285 -0.049 0.253 0.02 0.51 -0.01 0.080
H -6.720 1.497 -0.482 0.42 0.01 -0.17 0.077
H -5.291 -0.122 -1.945 0.25 0.69 0.30 0.132
H -4.506 1.480 -1.640 0.28 0.06 -0.49 0.113
H -1.779 -1.756 -0.123 0.09 -0.12 0.47 0.121
H -0.901 -0.302 -0.486 0.58 0.59 0.55 0.116
H -0.319 -1.140 -2.713 -0.07 -0.42 -0.04 0.109
H -1.253 -2.632 -2.422 0.07 0.06 -0.14 0.121
H 1.119 -3.154 -2.082 0.44 0.18 -0.21 0.115
H 0.198 -3.313 -0.638 0.28 0.00 0.59 0.115
H 2.906 -1.415 -2.184 0.02 0.05 0.07 0.129
H 1.743 -0.078 -1.894 0.42 0.23 -0.33 0.126
H 4.253 0.212 -0.978 -0.35 -0.10 -0.24 0.131
H 4.393 2.047 0.548 0.05 -0.12 0.04 0.111
H 4.641 3.584 2.297 -0.61 -0.17 0.44 0.098
H 3.712 3.590 3.733 -0.07 -0.27 -0.32 0.096
H 1.761 1.989 3.944 0.26 -0.13 -0.22 0.107
H 0.720 -0.063 3.103 -0.21 -0.38 0.12 0.112

***

40
Properties=species:S:1:pos:R:3:forces:R:3:lowdin_charge:R:1 method="wB97M-V/def2-TZVPD" total_energy_ha=-1010.0686 orbital_gap_ev=9.42 smiles="NC(=O)CC[C@H](NC(=O)[C@@H](N)Cc1ccccc1)C(=O)O"
N 4.190 1.852 -2.431 1.07 1.70 0.61 0.129
C 3.973 0.883 -1.470 -0.48 1.79 -2.59 -0.607
O 4.574 0.972 -0.464 1.11 -0.59 3.67 0.089
C 2.961 -0.148 -1.822 0.13 -2.42 1.66 -0.078
C 2.096 -0.617 -0.526 1.91 1.26 -0.49 -0.084
C 0.986 -1.512 -0.993 0.13 -0.85 -2.12 -0.242
N -0.292 -1.095 -1.603 -2.14 -1.45 1.46 0.094
C -0.786 0.131 -1.739 0.40 3.39 0.75 -0.424
O -0.125 1.151 -1.992 -0.69 -1.06 0.05 0.017
C -2.363 0.306 -1.309 1.82 0.49 -0.70 -0.245
N -2.699 -0.981 -0.797 -0.80 -0.27 0.85 0.033
C -2.508 1.427 -0.224 0.41 2.15 -1.38 -0.124
C -1.941 1.289 1.173 -3.20 -2.78 1.12 -0.175
C -0.662 1.011 1.599 0.51 1.28 0.32 -0.033
C -0.402 0.777 2.957 -1.45 -0.07 -1.16 -0.077
C -1.424 0.479 3.830 3.70 -0.33 2.50 -0.117
C -2.703 0.635 3.429 -0.71 -1.17 2.06 -0.139
C -2.999 1.006 2.168 0.53 0.94 -1.88 -0.040
C 0.598 -2.551 -0.031 0.72 -0.89 1.05 -0.431
O -0.555 -2.716 0.235 -0.14 -1.24 1.27 0.119
O 1.629 -3.330 0.510 -0.25 2.74 -2.88 0.125
H 4.896 2.637 -2.203 -1.52 -2.26 -0.52 0.151
H 4.155 1.517 -3.359 -0.17 0.21 -1.15 0.069
H 3.581 -1.038 -2.127 -0.57 0.52 0.30 0.141
H 2.352 0.078 -2.678 -0.49 0.49 -0.05 0.102
H 2.778 -1.139 0.231 -0.98 0.50 -1.36 0.149
H 1.741 0.262 -0.002 -0.15 0.22 -0.10 0.089
H 1.472 -2.082 -1.784 0.21 -0.42 -0.17 0.155
H -1.181 -1.697 -1.175 2.26 1.56 -1.06 0.151
H -2.905 0.654 -2.234 0.34 -0.63 1.01 0.158
H -2.736 -0.879 0.220 -0.18 -0.63 -0.26 0.097
H -3.549 -1.363 -1.143 -0.73 -0.23 -0.10 0.092
H -3.562 1.786 -0.118 0.56 -0.87 -0.17 0.119
H -2.059 2.308 -0.715 0.19 -0.23 0.17 0.116
H 0.222 1.170 0.992 -0.33 0.07 -0.37 0.098
H 0.574 0.965 3.245 1.88 -0.47 0.84 0.083
H -1.109 0.143 4.913 -0.99 0.87 -2.18 0.146
H -3.339 0.353 4.269 -1.06 0.35 -0.88 0.113
H -4.066 1.078 1.956 0.30 0.23 -0.58 0.109
H 1.190 -3.721 1.211 -1.16 -1.85 2.48 0.072

***

41
Properties=species:S:1:pos:R:3:forces:R:3:lowdin_charge:R:1 method="wB97M-V/def2-TZVPD" total_energy_ha=-1085.4026 orbital_gap_ev=8.39 smiles="N[C@@H](Cc1c[nH]c2ccccc12)C(=O)O.N[C@@H](CO)C(=O)O"
N 3.623 -1.049 2.382 -0.14 0.20 -0.06 0.068
C 4.324 -1.251 1.130 0.04 -0.16 -0.08 -0.317
C 4.023 -0.201 0.026 0.04 0.08 -0.06 -0.092
C 2.579 -0.194 -0.366 -0.08 0.05 0.06 -0.190
C 1.625 0.712 0.001 0.08 -0.01 -0.02 -0.052
N 0.404 0.360 -0.535 -0.06 -0.01 -0.02 0.075
C 0.551 -0.798 -1.266 0.08 -0.07 -0.03 -0.208
C -0.387 -1.535 -1.995 0.07 -0.01 0.02 -0.026
C 0.061 -2.673 -2.640 0.01 0.02 0.00 -0.097
C 1.410 -3.073 -2.568 0.00 0.09 0.07 -0.096
C 2.332 -2.339 -1.847 -0.03 -0.01 -0.02 -0.025
C 1.907 -1.179 -1.180 -0.12 -0.04 -0.04 -0.128
C 5.811 -1.208 1.408 0.07 0.27 0.23 -0.498
O 6.331 -0.568 2.290 -0.20 -0.27 -0.35 0.109
O 6.520 -1.913 0.506 0.16 0.05 0.10 0.111
H 4.055 -0.273 2.879 -0.05 -0.09 0.01 0.077
H 2.654 -0.805 2.190 0.13 -0.05 0.05 0.071
H 4.079 -2.245 0.735 0.05 0.14 0.05 0.146
H 4.650 -0.411 -0.852 -0.10 0.01 0.14 0.126
H 4.316 0.787 0.405 -0.05 -0.12 -0.03 0.129
H 1.723 1.608 0.601 0.00 -0.14 -0.09 0.126
H -0.451 0.880 -0.428 0.14 -0.06 0.01 0.147
H -1.428 -1.227 -2.053 0.14 -0.06 -0.01 0.102
H -0.641 -3.270 -3.216 0.10 0.09 0.09 0.100
H 1.724 -3.973 -3.089 -0.04 0.11 0.06 0.098
H 3.373 -2.653 -1.798 -0.15 0.03 -0.02 0.111
H 7.456 -1.778 0.731 -0.11 -0.04 -0.07 0.132
N -7.327 2.430 0.703 0.07 -0.21 0.02 0.062
C -6.041 2.685 0.089 0.00 0.14 -0.07 -0.315
C -5.201 3.565 1.004 -0.04 0.18 -0.30 -0.223
O -4.971 2.815 2.184 0.18 0.14 0.22 -0.047
C -5.287 1.407 -0.270 -0.37 -0.39 0.07 -0.485
O -5.740 0.292 -0.185 0.26 0.49 -0.04 0.114
O -4.054 1.653 -0.753 0.15 -0.12 -0.02 0.102
H -7.792 1.679 0.200 0.00 0.11 0.08 0.081
H -7.150 2.066 1.637 -0.10 0.05 -0.08 0.081
H -6.187 3.234 -0.854 0.06 -0.10 0.12 0.160
H -4.259 3.829 0.506 -0.14 -0.04 0.10 0.119
H -5.769 4.482 1.215 0.09 -0.17 -0.02 0.128
H -4.507 3.373 2.818 -0.09 -0.15 -0.05 0.097
H -3.670 0.787 -0.965 -0.06 0.06 -0.02 0.122

***

Listing lowest unoccupied orbital energy for the structures above in their given order: 0.73, 0.65, 0.20 eV.
Listing HOMO level for the structures above in their given order: -7.8759, -8.7781, -8.1974 eV.
Listing relative energy (zero: lowest compared OMol25 entry of this formula, charge and spin) for the structures above in their given order: 8.41, 77.09, 20.23 kcal per mole.